Molecular formula: C40H72As3Cl3N2OPSSn
Method: DFT, ωB97M-V/def2-TZVPD

Last column: Mulliken charge in e.
Geometry (Å):
Sn: -1.2130 -0.3309 0.0116  1.047
C: 4.0754 -0.9919 -0.1904  -0.765
As: 2.5470 0.0576 -0.8444  0.531
C: 2.2078 -1.0594 -2.4238  -0.731
C: 3.5248 1.4419 -1.8606  -2.075
C: 3.9708 2.7136 -1.1164  3.007
C: 4.5830 2.3356 0.2320  -1.695
C: 2.8057 3.6961 -0.9701  -1.627
As: 1.1610 3.2549 0.0449  1.084
C: 1.8425 3.3902 1.8836  -1.254
C: 0.5132 5.1060 -0.0701  -1.175
C: 5.0498 3.3660 -2.0081  -2.101
As: 5.8704 5.1626 -1.7618  0.307
C: 5.8036 5.5272 0.1689  -0.997
C: 4.3648 6.3199 -2.2915  -1.014
H: 4.8506 -1.0758 -0.9537  0.440
H: 3.7153 -1.9874 0.0607  -0.321
H: 4.5007 -0.5453 0.7063  0.420
H: 3.0830 -1.0664 -3.0750  0.480
H: 1.3510 -0.6784 -2.9798  0.326
H: 1.9875 -2.0776 -2.1103  -0.065
H: 2.8810 1.7157 -2.7022  0.442
H: 4.3932 0.9260 -2.2810  0.670
H: 3.8730 1.7834 0.8502  0.065
H: 4.8918 3.2127 0.7973  0.303
H: 5.4619 1.7031 0.0848  0.409
H: 2.4340 3.9423 -1.9711  0.588
H: 3.1722 4.6303 -0.5421  -0.230
H: 2.6379 4.1333 1.9472  0.304
H: 2.2131 2.4318 2.2421  0.327
H: 1.0166 3.7029 2.5218  0.379
H: 1.1707 5.7731 0.4888  0.430
H: -0.4962 5.1801 0.3285  0.066
H: 0.5007 5.4172 -1.1152  0.449
H: 4.6632 3.4354 -3.0316  0.544
H: 5.9026 2.6832 -2.0636  0.531
H: 6.5193 4.9001 0.6982  0.335
H: 4.8138 5.4079 0.6077  0.172
H: 6.1136 6.5653 0.2918  0.407
H: 3.8032 5.8462 -3.0965  0.268
H: 4.7680 7.2592 -2.6660  0.445
H: 3.6881 6.5323 -1.4646  0.226
Cl: -2.9716 -4.8805 5.5304  -0.213
C: -2.8943 -3.8605 4.1354  0.353
C: -1.8306 -2.9904 3.9840  -1.067
C: -1.7943 -2.1993 2.8511  0.861
Cl: -0.4286 -1.1051 2.6576  -0.127
C: -2.7740 -2.2088 1.8553  -1.000
O: -2.7525 -1.4290 0.7911  -0.431
C: -3.8274 -3.1153 2.0613  0.976
Cl: -5.0599 -3.2231 0.8596  -0.196
C: -3.8931 -3.9285 3.1766  -0.725
H: -1.0491 -2.9319 4.7277  0.507
H: -4.7195 -4.6147 3.2932  0.485
C: -5.0225 0.7784 1.8600  -1.766
C: -5.1537 1.3170 0.4286  2.121
C: -5.7290 0.2232 -0.4762  -1.726
C: -6.0982 2.5205 0.4690  -1.727
P: -3.4179 1.7001 -0.1456  0.501
C: -2.9581 3.1378 0.8743  0.923
C: -2.1483 2.8825 1.9802  -0.535
C: -1.8487 3.8813 2.8970  -0.471
C: -2.3408 5.1624 2.7062  -0.817
C: -3.1355 5.4380 1.6004  -0.784
C: -3.4485 4.4334 0.6989  -0.307
C: -3.3602 2.1961 -1.9525  2.292
C: -3.3093 0.9007 -2.7774  -1.722
C: -2.0307 2.9371 -2.1501  -1.832
C: -4.5048 3.0557 -2.4914  -1.895
H: -6.0128 0.4879 2.2188  0.538
H: -4.6326 1.5394 2.5389  0.367
H: -4.3784 -0.0968 1.9019  0.135
H: -6.6357 -0.1768 -0.0166  0.536
H: -5.0325 -0.6075 -0.6032  0.099
H: -6.0028 0.6127 -1.4578  0.262
H: -7.0899 2.1712 0.7684  0.548
H: -6.2027 3.0151 -0.4946  0.295
H: -5.7761 3.2566 1.2043  0.330
H: -1.7645 1.8811 2.1518  0.345
H: -1.2379 3.6542 3.7613  0.534
H: -2.1098 5.9450 3.4168  0.400
H: -3.5240 6.4362 1.4467  0.476
H: -4.0900 4.6657 -0.1400  0.053
H: -2.5551 0.1965 -2.4095  0.193
H: -3.0399 1.1443 -3.8076  0.561
H: -4.2659 0.3798 -2.7951  0.301
H: -1.1726 2.3380 -1.8305  0.068
H: -1.9992 3.8760 -1.5981  0.356
H: -1.9059 3.1621 -3.2124  0.612
H: -5.4673 2.5525 -2.4138  0.350
H: -4.3251 3.2514 -3.5521  0.519
H: -4.5754 4.0216 -1.9926  0.292
C: -0.5262 -7.8792 -2.0817  -1.118
C: 0.0746 -7.0793 -3.2303  -0.314
C: 1.5297 -6.6690 -2.9983  -1.132
C: 1.7713 -5.8859 -1.7152  -0.661
N: 0.9681 -4.6588 -1.7294  0.243
C: 0.5557 -3.9310 -0.6907  0.033
S: -0.8950 -3.0240 -0.8302  -0.378
N: 1.1938 -3.9352 0.4788  0.649
C: 2.4988 -4.4869 0.8466  -0.745
C: 2.8720 -3.9878 2.2358  -1.028
C: 1.8950 -4.4019 3.3377  0.414
C: 1.7106 -5.9093 3.4579  -1.430
H: -1.5232 -8.2364 -2.3360  0.382
H: -0.6235 -7.2793 -1.1743  0.211
H: 0.0887 -8.7502 -1.8449  0.302
H: -0.5506 -6.2022 -3.4276  0.275
H: 0.0382 -7.6684 -4.1484  0.388
H: 1.8987 -6.0871 -3.8476  0.364
H: 2.1520 -7.5656 -2.9464  0.424
H: 2.8309 -5.6458 -1.6244  0.368
H: 1.4807 -6.4877 -0.8525  0.364
H: 0.3938 -4.5230 -2.5474  0.321
H: 0.7295 -3.3809 1.1820  -0.455
H: 3.2444 -4.1638 0.1177  0.398
H: 2.4726 -5.5753 0.8381  0.501
H: 2.9682 -2.8980 2.2112  0.302
H: 3.8648 -4.3814 2.4665  0.446
H: 0.9179 -3.9282 3.1863  -0.473
H: 2.2656 -3.9988 4.2823  0.514
H: 1.1965 -6.3266 2.5897  0.283
H: 1.1145 -6.1605 4.3344  0.434
H: 2.6731 -6.4161 3.5542  0.316

* gap between HOMO and LUMO: 7.18 eV
* charge: +1
* energy: -10793.6796 a.u.